75
Properties=species:S:1:pos:R:3 method="wB97M-V/def2-TZVPD" total_charge=+4 e_above_lowest_ev=0.888 lumo_ev=-12.89 largest_force_ha_per_bohr=0.0993 total_energy_ev=-137154.531 e_homo_ev=-19.8 homo_lumo_gap_ev=6.955
Pt -0.667 0.183 -0.704
C -2.295 1.784 -2.522
N -2.389 0.405 -1.939
C -2.207 -0.701 -2.939
C -1.871 -1.960 -2.178
C -2.282 -3.209 -2.580
C -1.984 -4.314 -1.784
C -1.319 -4.121 -0.584
C -0.927 -2.846 -0.231
N -1.167 -1.790 -1.020
C -3.626 0.185 -1.144
C -3.372 0.538 0.288
C -4.348 0.996 1.146
C -4.038 1.205 2.486
C -2.749 0.954 2.936
C -1.795 0.520 2.038
N -2.112 0.306 0.750
C -1.663 2.744 -1.545
C -1.937 4.093 -1.589
C -1.316 4.950 -0.686
C -0.453 4.420 0.259
C -0.216 3.061 0.264
N -0.785 2.239 -0.629
H -3.273 2.134 -2.857
H -1.672 1.724 -3.414
H -1.381 -0.432 -3.596
H -3.094 -0.818 -3.566
H -2.849 -3.321 -3.495
H -2.302 -5.304 -2.086
H -1.107 -4.947 0.081
H -0.425 -2.651 0.707
H -3.868 -0.880 -1.194
H -4.472 0.724 -1.572
H -5.350 1.167 0.773
H -4.798 1.562 3.170
H -2.476 1.098 3.972
H -0.777 0.316 2.335
H -2.637 4.475 -2.322
H -1.523 6.013 -0.712
H 0.028 5.049 0.995
H 0.428 2.601 0.995
F 5.299 2.590 -2.858
C 4.469 1.962 -2.080
C 4.828 1.590 -0.779
F 6.015 1.855 -0.300
C 3.923 0.918 0.017
F 4.320 0.514 1.219
C 2.655 0.658 -0.441
P 1.432 -0.313 0.392
C 2.039 -1.981 0.132
C 2.683 -2.673 1.162
C 3.258 -3.909 0.900
C 3.207 -4.448 -0.377
C 2.585 -3.751 -1.412
C 2.003 -2.524 -1.163
C 1.416 0.094 2.133
C 1.858 1.340 2.594
C 1.799 1.643 3.944
C 1.304 0.706 4.848
C 0.855 -0.532 4.398
C 0.910 -0.842 3.049
C 2.362 0.965 -1.737
Br 0.762 0.243 -2.416
C 3.204 1.610 -2.557
F 2.847 1.884 -3.812
H 2.758 -2.256 2.156
H 3.761 -4.443 1.696
H 3.661 -5.411 -0.574
H 2.571 -4.166 -2.411
H 1.520 -1.998 -1.975
H 2.257 2.079 1.910
H 2.159 2.600 4.298
H 1.280 0.937 5.905
H 0.484 -1.264 5.103
H 0.579 -1.824 2.727



117
Properties=species:S:1:pos:R:3 method="wB97M-V/def2-TZVPD" lumo_ev=-1.64 largest_force_ha_per_bohr=0.1665 total_energy_ev=-153712.731 e_homo_ev=-7.0 homo_lumo_gap_ev=5.346
C 3.718 -4.694 2.624
C 3.701 -3.337 1.948
C 2.367 -2.377 2.156
C 0.973 -3.066 1.558
C 1.158 -3.795 0.103
O 0.595 -3.334 -1.049
O 1.913 -5.081 -0.072
N -0.203 -2.089 1.522
N -1.426 -2.742 1.696
C -2.424 -2.402 0.612
C -3.368 -1.078 0.957
C -4.833 -1.653 1.523
C -5.481 -0.653 2.692
C -0.077 -1.090 2.645
C 1.221 -0.045 2.474
N 0.648 1.065 1.593
C 0.776 2.299 2.170
S 0.813 3.884 2.790
P 1.525 0.659 4.214
S 2.015 -0.640 5.582
C 2.548 -0.800 1.783
C 3.979 -0.286 2.412
C 4.304 1.307 2.216
O 5.559 1.446 1.405
C 2.504 -0.401 0.202
B 3.595 -1.130 -0.786
O 5.068 -1.101 -0.654
O 3.079 -1.869 -1.994
H 4.379 -5.575 2.166
H 3.075 -4.950 3.585
H 4.636 -3.031 1.311
H 2.221 -2.424 3.343
H 0.732 -3.941 2.334
H -0.282 -1.548 0.634
H -1.330 -3.781 1.660
H -1.963 -2.365 -0.482
H -3.192 -3.316 0.579
H -3.560 -0.406 0.019
H -2.945 -0.410 1.819
H -5.598 -1.841 0.637
H -4.695 -2.701 2.071
H -4.668 -0.054 3.284
H -6.295 0.017 2.170
H -6.064 -1.333 3.480
H -1.012 -0.410 2.824
H 0.094 -1.724 3.641
H 2.492 1.730 4.292
H 0.260 1.242 4.688
H 4.088 -0.503 3.581
H 4.916 -0.850 1.932
H 4.569 1.827 3.257
H 3.486 1.929 1.664
H 5.528 2.307 0.892
H 2.694 0.764 0.009
H 1.437 -0.599 -0.296
H 5.334 -2.087 -0.636
H 3.679 -1.512 -2.741
C -7.056 1.133 6.626
S -7.486 -0.617 6.786
O -6.727 -1.366 5.731
C -9.192 -0.443 6.208
H -6.007 1.259 6.903
H -7.200 1.461 5.594
H -7.680 1.725 7.299
H -9.204 -0.017 5.201
H -9.746 0.201 6.894
H -9.654 -1.432 6.188
C 6.737 -1.125 -5.750
S 5.538 -0.348 -4.640
O 4.203 -0.383 -5.324
C 6.190 1.331 -4.807
H 6.498 -2.188 -5.830
H 6.683 -0.666 -6.740
H 7.743 -1.011 -5.338
H 6.169 1.638 -5.856
H 7.214 1.365 -4.426
H 5.564 2.007 -4.220
C -3.450 -1.294 -3.492
S -2.015 -0.607 -2.631
O -2.526 0.351 -1.597
C -1.410 0.371 -4.028
H -4.009 -1.919 -2.792
H -4.094 -0.486 -3.850
H -3.113 -1.906 -4.333
H -2.180 1.076 -4.352
H -1.140 -0.295 -4.851
H -0.525 0.925 -3.706
C -7.149 -4.987 -5.261
S -5.632 -4.142 -5.767
O -5.103 -3.409 -4.568
C -6.442 -2.926 -6.833
H -6.888 -5.775 -4.551
H -7.830 -4.279 -4.781
H -7.628 -5.433 -6.136
H -7.166 -2.345 -6.255
H -6.944 -3.439 -7.657
H -5.680 -2.255 -7.236
C 7.904 5.437 -2.943
S 8.975 4.370 -3.937
O 8.220 3.104 -4.212
C 10.163 4.019 -2.619
H 7.058 5.750 -3.559
H 7.534 4.889 -2.072
H 8.463 6.318 -2.621
H 9.654 3.558 -1.769
H 10.649 4.947 -2.308
H 10.917 3.329 -3.006
C -2.263 5.121 1.461
S -3.462 5.898 2.571
O -4.797 5.863 1.887
C -2.810 7.577 2.404
H -2.502 4.058 1.381
H -2.317 5.579 0.471
H -1.257 5.235 1.873
H -2.831 7.884 1.355
H -1.786 7.610 2.785
H -3.436 8.252 2.991



30
Properties=species:S:1:pos:R:3 method="wB97M-V/def2-TZVPD" e_above_lowest_ev=7.556 lumo_ev=-0.30 largest_force_ha_per_bohr=0.1668 total_energy_ev=-20795.057 e_homo_ev=-8.2 homo_lumo_gap_ev=7.891
O -1.723 0.886 -0.527
H -2.396 0.209 -0.662
H -0.951 0.545 -0.992
O -1.932 -1.475 -1.306
H -1.304 -1.683 -2.006
H -2.615 -0.960 -1.749
O -0.503 3.100 1.790
H -0.095 3.949 1.994
H 0.226 2.563 1.460
O 1.263 2.517 -1.731
H 0.812 1.803 -2.196
H 0.904 2.478 -0.837
O 3.005 0.664 -2.299
H 3.070 -0.259 -2.030
H 3.850 0.845 -2.726
O 2.248 0.199 2.063
H 1.605 0.690 2.587
H 2.362 0.734 1.270
O 3.072 -2.097 -0.206
H 2.761 -2.285 -1.098
H 3.036 -1.136 -0.142
O -5.450 0.119 -0.070
H -5.776 0.986 0.200
H -5.403 0.175 -1.031
O -0.754 -3.109 0.218
H -0.825 -2.442 -0.474
H -1.620 -3.102 0.640
O 0.794 -0.918 2.339
H 1.495 -1.579 2.371
H 0.703 -0.628 3.253